No. 1
C5H11NO | ωB97M-V/def2-TZVPD

Computed properties:
E: -8900.4155 eV
SMILES string: C[C@H](N)CCC=O
F_max: 1.373 eV/A
HOMO: -0.3574 Ha
orbital gap: 10.65 eV
energy relative to the best compared isomer or geometry (same formula, charge and spin): 123.68 kJ/mol
LUMO: 0.0341 hartree

XYZ file:
```
18
Properties=species:S:1:pos:R:3:forces:R:3:nbo_charge:R:1
C -1.697 0.292 -1.266 -0.3 0.6 -0.4 -0.642
C -0.212 0.165 -1.572 0.8 -1.1 0.3 -0.053
N 0.187 -1.259 -1.798 -0.4 0.3 0.3 -0.824
C 0.759 0.783 -0.553 -0.2 0.1 -0.2 -0.402
C 1.033 0.019 0.735 0.0 0.3 0.4 -0.526
C -0.081 0.095 1.756 0.0 0.1 -0.2 0.444
O 0.100 0.007 2.941 -0.1 0.0 0.0 -0.515
H -2.085 -0.535 -0.679 0.1 -0.2 0.1 0.207
H -1.972 1.209 -0.734 0.2 0.0 -0.1 0.212
H -2.221 0.309 -2.225 -0.2 -0.1 0.2 0.216
H 0.051 0.606 -2.532 -0.4 0.5 0.0 0.195
H -0.521 -1.678 -2.393 0.2 0.0 -0.1 0.352
H 0.109 -1.771 -0.922 0.0 0.0 -0.1 0.338
H 0.424 1.779 -0.254 -0.2 0.1 -0.2 0.204
H 1.687 0.940 -1.096 0.3 -0.1 0.2 0.225
H 1.908 0.465 1.222 0.0 -0.3 0.0 0.240
H 1.231 -1.042 0.581 0.2 0.0 -0.1 0.230
H -1.104 0.251 1.352 0.0 0.0 0.1 0.101
```
Forces are in eV/Å.

No. 2
C5H11NO | ωB97M-V/def2-TZVPD

Computed properties:
E: -8897.4182 eV
F_max: 0.454 eV/A
HOMO: -0.2903 Ha
orbital gap: 8.63 eV
energy relative to the best compared isomer or geometry (same formula, charge and spin): 412.88 kJ/mol
LUMO: 0.0270 hartree

XYZ file:
```
18
Properties=species:S:1:pos:R:3:forces:R:3:nbo_charge:R:1
C -1.581 -0.761 -0.955 -0.1 0.3 0.1 -0.440
C -1.373 0.546 -0.547 0.0 -0.2 0.0 -0.476
C 0.811 0.625 0.343 0.1 -0.2 0.0 0.137
C 0.623 1.556 1.506 -0.1 0.0 0.0 -0.670
N 1.023 -0.666 0.505 -0.2 0.4 -0.1 -0.516
C 1.019 -1.481 -0.765 0.1 0.1 0.4 0.236
O 1.361 -0.877 -1.805 0.0 0.0 0.1 -0.730
H -1.527 -1.010 -2.013 0.1 0.0 0.1 0.231
H -0.257 -1.578 -0.702 -0.2 0.1 0.0 0.148
H -2.207 -1.424 -0.357 0.2 0.1 0.0 0.208
H -1.143 1.318 -1.276 0.1 -0.2 0.1 0.217
H -1.810 0.899 0.387 0.2 -0.2 -0.2 0.198
H 1.209 0.983 -0.602 -0.2 0.1 0.0 0.249
H 0.118 2.468 1.181 0.0 -0.1 0.0 0.234
H 0.030 1.101 2.307 0.1 0.0 -0.1 0.215
H 1.589 1.855 1.934 -0.1 -0.1 -0.2 0.236
H 0.691 -1.066 1.381 0.1 -0.2 -0.3 0.387
H 1.422 -2.488 -0.521 -0.2 0.1 0.0 0.138
```
Forces are in eV/Å.

No. 3
C5H11NO | ωB97M-V/def2-TZVPD

Computed properties:
E: -8898.7673 eV
SMILES string: [H]/N=C(/C)C(C)=O.C
F_max: 4.345 eV/A
HOMO: -0.3285 Ha
orbital gap: 9.62 eV
energy relative to the best compared isomer or geometry (same formula, charge and spin): 282.71 kJ/mol
LUMO: 0.0251 hartree

XYZ file:
```
18
Properties=species:S:1:pos:R:3:forces:R:3:nbo_charge:R:1
H 0.053 1.844 -1.796 -0.1 -0.6 -0.3 0.360
N 0.821 1.518 -1.213 -0.1 0.5 1.1 -0.647
C 0.563 0.524 -0.482 0.1 -2.4 -3.6 0.233
C 1.629 -0.120 0.349 -0.3 0.4 0.6 -0.691
C -0.657 -0.590 -1.093 1.5 1.5 -0.4 0.544
C -0.599 -2.041 -0.692 -0.1 0.3 0.3 -0.732
O -1.336 -0.176 -1.994 0.1 -0.1 0.6 -0.529
H 1.188 -0.639 1.198 0.1 -0.1 0.1 0.215
H 2.196 -0.834 -0.244 -0.1 0.0 -0.1 0.234
H 2.310 0.647 0.713 0.0 0.0 0.0 0.240
H -0.713 -2.132 0.388 0.0 -0.1 0.1 0.234
H -1.376 -2.605 -1.204 0.0 0.1 0.0 0.243
H 0.375 -2.451 -0.956 0.1 0.0 0.0 0.243
C -0.875 1.443 1.437 -0.8 -2.0 -1.7 -0.815
H -0.897 0.810 2.318 -0.1 0.2 0.3 0.208
H -0.016 2.102 1.448 0.2 -0.2 -0.3 0.222
H -1.771 2.047 1.340 -0.2 0.0 0.2 0.222
H -0.894 0.651 0.481 -0.3 2.7 3.1 0.214
```
Forces are in eV/Å.

No. 4
C5H11NO | ωB97M-V/def2-TZVPD

Computed properties:
E: -8901.5042 eV
SMILES string: CCCNC(C)=O
F_max: 0.372 eV/A
HOMO: -0.3516 Ha
orbital gap: 10.50 eV
energy relative to the best compared isomer or geometry (same formula, charge and spin): 18.63 kJ/mol
LUMO: 0.0341 hartree

XYZ file:
```
18
Properties=species:S:1:pos:R:3:forces:R:3:nbo_charge:R:1
C -2.698 0.174 -0.300 -0.1 0.0 0.0 -0.606
C -1.199 -0.059 -0.194 0.0 0.0 -0.1 -0.416
C -0.645 -0.220 1.223 -0.2 0.0 0.1 -0.215
N 0.806 -0.394 1.161 0.1 0.0 -0.2 -0.620
C 1.552 0.552 0.505 0.0 0.1 -0.1 0.680
C 2.804 0.053 -0.185 0.1 0.0 0.1 -0.710
O 1.187 1.711 0.404 0.1 -0.3 0.1 -0.623
H -2.972 0.290 -1.355 0.0 0.0 0.2 0.214
H -3.280 -0.657 0.111 0.1 0.1 0.0 0.198
H -2.994 1.092 0.220 0.0 -0.1 0.0 0.207
H -0.911 -0.950 -0.768 -0.1 0.1 0.0 0.187
H -0.682 0.796 -0.636 -0.1 -0.1 0.0 0.226
H -0.882 0.652 1.840 0.0 -0.1 -0.1 0.211
H -1.065 -1.100 1.722 0.1 0.1 -0.1 0.195
H 1.130 -1.348 1.102 0.0 0.2 -0.1 0.385
H 2.546 -0.094 -1.242 0.0 0.0 0.2 0.237
H 3.185 -0.891 0.213 -0.1 0.1 0.0 0.210
H 3.575 0.823 -0.137 -0.1 -0.1 0.0 0.240
```
Forces are in eV/Å.